Run w
Below is a 2-piece molecular cluster, C14H16 overall, with properties calculated with ωB97M-V with the def2-TZVPD basis set.

**Total charge**: 0
**Lowest unoccupied orbital energy**: 1.0 eV
**Gap between HOMO and LUMO**: 9.871 eV
**SMILES**: Cc1ccccc1.Cc1ccccc1

Last column: Löwdin charge in e.
CARTESIAN COORDINATES (ANGSTROEM)
C (-2.01990, -0.70796, -1.79163)  -0.0555
C (-2.38674, 0.51020, -0.99474)  -0.2839
C (-3.48664, 0.43019, -0.14264)  -0.0518
C (-3.87302, 1.55155, 0.58619)  -0.0874
C (-3.06911, 2.67978, 0.58759)  -0.1090
C (-1.96874, 2.77099, -0.23734)  -0.0893
C (-1.58501, 1.63521, -0.96256)  -0.0696
H (-0.99214, -0.70609, -2.15823)  0.0757
H (-2.59213, -0.76691, -2.72509)  0.0811
H (-2.24230, -1.63122, -1.26972)  0.0731
H (-4.03545, -0.49659, -0.05686)  0.1084
H (-4.79946, 1.50851, 1.14064)  0.0992
H (-3.34076, 3.48768, 1.24663)  0.0961
H (-1.42380, 3.69546, -0.40185)  0.1042
H (-0.61159, 1.68277, -1.43187)  0.1037
C (3.87391, -2.82426, 0.50235)  -0.0596
C (2.98177, -1.61716, 0.53507)  -0.2899
C (3.17092, -0.54815, -0.31055)  -0.0590
C (2.45935, 0.64446, -0.14065)  -0.0881
C (1.35223, 0.65227, 0.67440)  -0.1040
C (1.04493, -0.51315, 1.38662)  -0.0888
C (1.86107, -1.61532, 1.37641)  -0.0525
H (3.31767, -3.63731, 0.02886)  0.0822
H (4.28039, -3.12375, 1.46712)  0.0791
H (4.74646, -2.71335, -0.15156)  0.0741
H (4.04875, -0.47058, -0.94978)  0.1090
H (2.78021, 1.56450, -0.61464)  0.1017
H (0.67187, 1.47090, 0.83603)  0.0888
H (0.11870, -0.45377, 1.93517)  0.1010
H (1.71859, -2.45890, 2.03662)  0.1111

Run x
Below is a 2-piece molecular cluster, C14H16 overall, with properties calculated with ωB97M-V with the def2-TZVPD basis set.

**Total charge**: 0
**Lowest unoccupied orbital energy**: 0.9 eV
**Gap between HOMO and LUMO**: 9.756 eV
**SMILES**: Cc1ccccc1.Cc1ccccc1

Last column: Löwdin charge in e.
CARTESIAN COORDINATES (ANGSTROEM)
C (-2.13183, 1.40213, 3.82022)  -0.0481
C (-1.60469, 0.05053, 3.31560)  -0.2842
C (-1.13450, 0.02448, 2.00775)  -0.0511
C (-0.66333, -1.19137, 1.45202)  -0.0741
C (-0.43284, -2.22228, 2.33517)  -0.1138
C (-0.88464, -2.18828, 3.65783)  -0.0963
C (-1.53334, -1.08081, 4.13801)  -0.0618
H (-2.56516, 1.96861, 3.00589)  0.0670
H (-1.19538, 1.84243, 4.15944)  0.0838
H (-2.86672, 1.30399, 4.61715)  0.0727
H (-1.14333, 0.98147, 1.50691)  0.1038
H (-0.45196, -1.32551, 0.39977)  0.0927
H (0.13746, -3.06854, 1.96670)  0.0988
H (-0.60839, -3.04563, 4.26321)  0.1014
H (-2.10727, -1.03249, 5.05763)  0.1092
C (-0.85694, 0.30141, -3.70525)  -0.0579
C (0.57250, 0.37611, -3.28435)  -0.2835
C (1.30465, -0.66728, -2.71350)  -0.0504
C (2.63999, -0.48818, -2.29468)  -0.0983
C (3.21707, 0.75163, -2.27293)  -0.1020
C (2.57339, 1.79615, -2.97139)  -0.0799
C (1.27847, 1.57326, -3.39951)  -0.0730
H (-0.98426, -0.27836, -4.62317)  0.0816
H (-1.25421, 1.29204, -3.93696)  0.0731
H (-1.54918, -0.12125, -2.97150)  0.0791
H (0.93884, -1.68825, -2.67788)  0.1065
H (3.16400, -1.38426, -1.99209)  0.0980
H (4.15956, 1.05291, -1.82834)  0.0993
H (3.19699, 2.66740, -3.11289)  0.0994
H (0.78505, 2.39792, -3.91883)  0.1079

Preferred: run w; penalty for the next structure: 37.0 kJ/mol.

Run w
Below is a 2-piece molecular cluster, C14H16 overall, with properties calculated with ωB97M-V with the def2-TZVPD basis set.

**Total charge**: 0
**Lowest unoccupied orbital energy**: 0.9 eV
**Gap between HOMO and LUMO**: 9.391 eV
**SMILES**: Cc1ccccc1.Cc1ccccc1

Last column: Löwdin charge in e.
CARTESIAN COORDINATES (ANGSTROEM)
C (-1.46244, 3.27192, 2.14239)  -0.0823
C (-0.25536, 2.62883, 1.76702)  -0.3607
C (0.37298, 1.68412, 2.57566)  -0.0719
C (1.55570, 1.10900, 2.20462)  -0.1066
C (2.20726, 1.43678, 0.97425)  -0.0968
C (1.59609, 2.42775, 0.19303)  -0.1027
C (0.31801, 2.94401, 0.55069)  -0.0576
H (-1.72171, 4.00475, 1.31993)  0.0940
H (-1.33911, 3.96702, 3.03862)  0.1124
H (-2.25824, 2.50717, 2.28315)  0.1009
H (0.07004, 1.69588, 3.65171)  0.1311
H (2.12272, 0.31151, 2.78131)  0.1204
H (3.11030, 1.07219, 0.41883)  0.1156
H (2.20975, 2.75171, -0.65126)  0.1007
H (-0.17899, 3.61133, -0.13169)  0.1017
C (-0.38658, -4.48274, -2.13291)  -0.0985
C (-0.73274, -3.13872, -1.75353)  -0.3281
C (-0.39308, -2.75692, -0.40624)  -0.0900
C (-0.01496, -1.49540, -0.14870)  -0.1071
C (-0.29266, -0.43720, -1.09411)  -0.0599
C (-1.06874, -0.78450, -2.22371)  -0.0702
C (-1.06895, -2.15084, -2.67222)  -0.0395
H (0.40144, -4.56732, -2.89665)  0.0876
H (-1.31245, -5.06115, -2.57882)  0.1171
H (-0.08689, -5.12144, -1.29094)  0.0707
H (-0.45097, -3.60112, 0.38270)  0.1378
H (0.13965, -1.26354, 0.95395)  0.1159
H (-0.02116, 0.59353, -0.77681)  0.0802
H (-1.57134, 0.02560, -2.70407)  0.0833
H (-1.36024, -2.46274, -3.65745)  0.1024

Run x
Below is a 2-piece molecular cluster, C14H16 overall, with properties calculated with ωB97M-V with the def2-TZVPD basis set.

**Total charge**: 0
**Lowest unoccupied orbital energy**: 0.9 eV
**Gap between HOMO and LUMO**: 9.604 eV
**SMILES**: Cc1ccccc1.Cc1ccccc1

Last column: Löwdin charge in e.
CARTESIAN COORDINATES (ANGSTROEM)
C (-3.51305, 1.37773, 3.16481)  -0.0521
C (-2.82007, 0.36057, 2.22690)  -0.2869
C (-1.46319, 0.13209, 2.39828)  -0.0674
C (-1.02818, -0.96211, 1.76878)  -0.1037
C (-1.83388, -1.88472, 1.05745)  -0.0936
C (-3.14850, -1.58442, 0.96912)  -0.0959
C (-3.70077, -0.51351, 1.67475)  -0.0759
H (-4.12263, 2.02808, 2.48956)  0.0974
H (-2.86588, 1.74632, 3.94416)  0.0605
H (-3.95578, 0.69194, 3.90572)  0.0840
H (-0.78391, 0.71775, 2.85756)  0.0799
H (0.12551, -1.29031, 1.87691)  0.1466
H (-1.33299, -2.69752, 0.80177)  0.0515
H (-3.87709, -2.40327, 0.61044)  0.1319
H (-4.77773, -0.29841, 1.75989)  0.1253
C (3.66619, -1.17587, -0.91272)  -0.0494
C (2.91610, -0.21687, -1.79534)  -0.3295
C (3.68033, 0.51470, -2.64499)  -0.0319
C (2.92207, 1.42911, -3.42448)  -0.0710
C (1.60973, 1.76711, -3.10956)  -0.1224
C (0.77640, 0.85363, -2.47488)  -0.0562
C (1.54551, -0.09135, -1.74216)  -0.0516
H (4.14105, -1.90380, -1.59710)  0.0907
H (3.01572, -1.64147, -0.23325)  0.0441
H (4.53187, -0.65454, -0.39468)  0.1046
H (4.62633, 0.47434, -2.55241)  0.0467
H (3.47159, 2.07428, -4.10812)  0.0965
H (1.25967, 2.82243, -3.40309)  0.1274
H (-0.25804, 1.02117, -2.23903)  0.0948
H (1.19361, -0.69306, -0.87430)  0.1057

Preferred: run w; penalty for the next structure: 122.1 kJ/mol.

Run w
Below is a 2-piece molecular cluster, C14H16 overall, with properties calculated with ωB97M-V with the def2-TZVPD basis set.

**Total charge**: 0
**Lowest unoccupied orbital energy**: 0.9 eV
**Gap between HOMO and LUMO**: 9.740 eV
**SMILES**: Cc1ccccc1.Cc1ccccc1

Last column: Löwdin charge in e.
CARTESIAN COORDINATES (ANGSTROEM)
C (-3.26258, 2.77060, 1.55704)  -0.0543
C (-2.37137, 1.61339, 1.87776)  -0.2929
C (-2.83832, 0.29993, 1.86057)  -0.0509
C (-1.99186, -0.78351, 2.16988)  -0.0850
C (-0.66126, -0.50287, 2.51512)  -0.1098
C (-0.16707, 0.78352, 2.50115)  -0.0950
C (-1.01713, 1.80107, 2.12514)  -0.0730
H (-3.02453, 3.32734, 0.65326)  0.0787
H (-3.12314, 3.46301, 2.39418)  0.0855
H (-4.28270, 2.41391, 1.41371)  0.0746
H (-3.86859, 0.14340, 1.56222)  0.1033
H (-2.46464, -1.75125, 2.15586)  0.0966
H (-0.09578, -1.41786, 2.65840)  0.1017
H (0.86901, 1.00505, 2.71550)  0.1053
H (-0.60128, 2.79510, 1.99456)  0.1134
C (3.84729, -0.57445, -3.27203)  -0.0649
C (2.55954, -0.78731, -2.58136)  -0.2901
C (2.02049, -2.05895, -2.34386)  -0.0623
C (0.85913, -2.28031, -1.62326)  -0.0804
C (0.22049, -1.18560, -1.04520)  -0.0900
C (0.74153, 0.07933, -1.26391)  -0.0986
C (1.89601, 0.32064, -1.99728)  -0.0422
H (4.35176, -1.54303, -3.25085)  0.0759
H (4.45083, 0.21417, -2.81805)  0.0808
H (3.71804, -0.24618, -4.30142)  0.0825
H (2.68623, -2.83675, -2.71075)  0.1045
H (0.51338, -3.29677, -1.50570)  0.0989
H (-0.66894, -1.21995, -0.43129)  0.0876
H (0.34809, 0.92751, -0.71359)  0.0941
H (2.43181, 1.25577, -1.90252)  0.1057

Run x
Below is a 2-piece molecular cluster, C14H16 overall, with properties calculated with ωB97M-V with the def2-TZVPD basis set.

**Total charge**: 0
**Lowest unoccupied orbital energy**: 0.9 eV
**Gap between HOMO and LUMO**: 9.851 eV
**SMILES**: Cc1ccccc1.Cc1ccccc1

Last column: Löwdin charge in e.
CARTESIAN COORDINATES (ANGSTROEM)
C (-0.59410, -2.54141, 3.42429)  -0.0492
C (-1.23991, -2.24196, 2.07720)  -0.2868
C (-0.91484, -3.02734, 0.97772)  -0.0615
C (-1.51067, -2.83313, -0.26189)  -0.0882
C (-2.38604, -1.76568, -0.44223)  -0.1009
C (-2.63922, -0.94091, 0.63585)  -0.0994
C (-2.18746, -1.24378, 1.92087)  -0.0559
H (0.47196, -2.39676, 3.28772)  0.0836
H (-1.13691, -3.32100, 3.96062)  0.0836
H (-0.95183, -1.74189, 4.09838)  0.0691
H (-0.21901, -3.84685, 1.04093)  0.1065
H (-1.28755, -3.47766, -1.10230)  0.0993
H (-2.64001, -1.49327, -1.45321)  0.0964
H (-3.31031, -0.09861, 0.53292)  0.0974
H (-2.52933, -0.59389, 2.71510)  0.1063
C (2.20253, 1.53199, -3.48678)  -0.0519
C (1.79263, 1.97998, -2.10208)  -0.2854
C (0.47436, 2.32122, -1.84002)  -0.0601
C (-0.01503, 2.46203, -0.53663)  -0.0864
C (0.88866, 2.50306, 0.50757)  -0.1021
C (2.24866, 2.30545, 0.26410)  -0.0912
C (2.67965, 2.04436, -1.02580)  -0.0627
H (1.50220, 1.86816, -4.25900)  0.0731
H (2.26048, 0.44954, -3.40821)  0.0855
H (3.05574, 2.10698, -3.85938)  0.0786
H (-0.26869, 2.32400, -2.62546)  0.1040
H (-1.08279, 2.40709, -0.36844)  0.0986
H (0.59012, 2.71781, 1.52093)  0.0944
H (3.00303, 2.50608, 1.01273)  0.0992
H (3.74366, 2.03638, -1.20551)  0.1061

Preferred: run w; penalty for the next structure: 46.9 kJ/mol.

Run w
Below is a 2-piece molecular cluster, C14H16 overall, with properties calculated with ωB97M-V with the def2-TZVPD basis set.

**Total charge**: 0
**Lowest unoccupied orbital energy**: 0.9 eV
**Gap between HOMO and LUMO**: 9.908 eV
**SMILES**: Cc1ccccc1.Cc1ccccc1

Last column: Löwdin charge in e.
CARTESIAN COORDINATES (ANGSTROEM)
C (-1.23035, 3.57819, -2.62413)  -0.0655
C (-1.84864, 2.63947, -1.63414)  -0.2826
C (-1.07269, 2.16019, -0.56147)  -0.0496
C (-1.60863, 1.18594, 0.24455)  -0.0964
C (-2.95753, 0.81702, 0.16978)  -0.0949
C (-3.74115, 1.41377, -0.79725)  -0.0913
C (-3.18449, 2.30905, -1.72837)  -0.0517
H (-0.79472, 4.46362, -2.15608)  0.0798
H (-1.85712, 3.88768, -3.46105)  0.0750
H (-0.36958, 3.14813, -3.13838)  0.0767
H (-0.12140, 2.63520, -0.38590)  0.1098
H (-1.08894, 0.77532, 1.07740)  0.0904
H (-3.42873, 0.32886, 1.00869)  0.0993
H (-4.80410, 1.22293, -0.84665)  0.0973
H (-3.88962, 2.73701, -2.41923)  0.1048
C (2.87998, -0.47760, 0.04383)  -0.0564
C (2.33617, -1.62991, 0.83315)  -0.2889
C (3.07520, -2.14008, 1.89939)  -0.0571
C (2.64846, -3.28811, 2.54315)  -0.0908
C (1.51035, -3.95229, 2.09834)  -0.1080
C (0.75140, -3.44280, 1.06866)  -0.0887
C (1.14444, -2.25083, 0.47634)  -0.0548
H (3.40174, -0.72795, -0.88309)  0.0834
H (3.55174, 0.13496, 0.64364)  0.0738
H (2.04278, 0.13624, -0.31658)  0.0691
H (3.91198, -1.54327, 2.23683)  0.1064
H (3.11151, -3.56206, 3.48620)  0.1017
H (1.22413, -4.87469, 2.59011)  0.0995
H (-0.12026, -3.99894, 0.75021)  0.1022
H (0.52808, -1.68504, -0.21796)  0.1075

Run x
Below is a 2-piece molecular cluster, C14H16 overall, with properties calculated with ωB97M-V with the def2-TZVPD basis set.

**Total charge**: 0
**Lowest unoccupied orbital energy**: 0.9 eV
**Gap between HOMO and LUMO**: 9.318 eV
**SMILES**: Cc1ccccc1.Cc1ccccc1

Last column: Löwdin charge in e.
CARTESIAN COORDINATES (ANGSTROEM)
C (1.89561, -2.93140, 1.04063)  -0.0302
C (1.71126, -1.45029, 1.59606)  -0.2485
C (1.52693, -0.27952, 0.86335)  -0.1436
C (1.43264, 0.93765, 1.36109)  -0.1472
C (1.52876, 1.29539, 2.73349)  -0.0590
C (1.69485, 0.13953, 3.63132)  -0.0482
C (1.74046, -1.19713, 2.97716)  -0.0700
H (2.11869, -3.63757, 1.96266)  0.1096
H (2.60287, -2.99233, 0.26724)  0.0431
H (0.90404, -3.23906, 0.71720)  0.0569
H (1.60685, -0.24533, -0.28035)  0.1300
H (1.52296, 1.79662, 0.64396)  0.1222
H (1.69949, 2.24886, 3.21864)  0.0859
H (1.88786, 0.11937, 4.72509)  0.0914
H (1.86292, -2.02401, 3.76018)  0.1114
C (-2.63287, 2.33205, -0.80801)  -0.0886
C (-2.07694, 1.29659, -1.58839)  -0.3420
C (-1.58829, 0.16228, -0.96379)  -0.0819
C (-0.71212, -0.69319, -1.59968)  -0.0892
C (-0.95789, -0.78303, -2.99304)  -0.0867
C (-1.43464, 0.33451, -3.70021)  -0.1104
C (-1.85134, 1.44888, -3.00776)  -0.0441
H (-2.37117, 3.35695, -1.40616)  0.1413
H (-2.31984, 2.26786, 0.18829)  0.0493
H (-3.75125, 2.20703, -0.68568)  0.1045
H (-1.96477, -0.14847, 0.02783)  0.1325
H (-0.07041, -1.35627, -0.95495)  0.0955
H (-0.56791, -1.68660, -3.49348)  0.1035
H (-1.43192, 0.24689, -4.75781)  0.0875
H (-2.00481, 2.47374, -3.47485)  0.1251

Preferred: run w; penalty for the next structure: 250.8 kJ/mol.

Run w
Below is a 2-piece molecular cluster, C3H4OS overall, with properties calculated with ωB97M-V with the def2-TZVPD basis set.

**Total charge**: 0
**Lowest unoccupied orbital energy (spin up / spin down)**: -0.8 / -1.3 eV
**Gap between HOMO and LUMO (spin up / spin down)**: 8.407 / 7.368 eV

Last column: Löwdin charge in e.
CARTESIAN COORDINATES (ANGSTROEM)
C (-1.32769, -0.05040, 0.94777)  -0.2067
C (-2.35643, 0.13068, 1.56087)  0.1294
C (-0.15030, -0.22336, 0.21425)  -0.1031
O (2.42281, -0.18314, -1.67962)  -0.5778
S (0.98718, 0.38620, -2.23612)  0.6448
H (2.91891, 0.53404, -1.26838)  0.0216
H (-3.22933, 0.23930, 2.13296)  0.0201
H (0.69589, 0.35990, 0.53787)  0.0359
H (0.03895, -1.19321, -0.20960)  0.0357

Run x
Below is a 2-piece molecular cluster, C3H4OS overall, with properties calculated with ωB97M-V with the def2-TZVPD basis set.

**Total charge**: 0
**Lowest unoccupied orbital energy (spin up / spin down)**: -2.9 / -2.9 eV
**Gap between HOMO and LUMO (spin up / spin down)**: 6.230 / 6.232 eV

Last column: Löwdin charge in e.
CARTESIAN COORDINATES (ANGSTROEM)
C (-3.40262, 1.23499, 0.19354)  0.0803
C (-3.00174, 0.08264, 0.05889)  -0.6838
C (0.99223, -0.43083, 0.09234)  -0.2870
O (-0.11909, -1.21663, 0.23923)  -0.3386
S (-2.43710, -1.41906, -0.19549)  0.9312
H (-3.50406, 2.27054, 0.04183)  0.0266
H (1.77986, -0.49013, -0.75595)  0.0862
H (1.70293, -0.71245, 0.92052)  0.0957
H (0.98768, 0.70098, 0.28925)  0.0894

Preferred: run w; penalty for the next structure: 142.3 kJ/mol.